Density functional theory data (ωB97M-V/def2-TZVPD) for a 12-piece molecular cluster, C54H112F24N10O6P4 overall.

Results
spin multiplicity	1
net charge	+6
frontier orbital gap	0.2416	Ha
LUMO energy	-0.3829	Ha

Element x y z (Å)
P -4.90407 1.33411 4.11001
P 6.29076 -1.08903 -0.59547
P 0.66416 -2.46623 3.13255
P -6.05182 1.54745 -3.21081
F -6.88738 0.22793 -3.12661
F -0.09341 -3.91399 3.33282
F 5.24260 -2.09338 -1.40398
F -5.66257 1.44560 -4.76746
F -5.10394 2.93767 -3.16471
F 1.95893 -3.14730 2.63092
F -0.73293 -1.79107 3.66849
F -4.16484 -0.02670 4.18740
F -5.71307 1.00102 5.53722
F 7.26528 -2.40368 -0.36165
F 1.25103 -2.63792 4.71046
F 0.17070 -2.43837 1.57700
F -5.57197 2.73969 4.06732
F 5.46052 -1.44960 0.76772
F -4.72639 0.72523 -2.79022
F -5.95407 0.69084 3.05772
F 1.39134 -1.07788 2.99925
F -7.39931 2.39871 -3.75883
F 7.01239 -0.64649 -1.92220
F 5.30280 0.21781 -0.86755
F -4.01138 1.81743 2.81665
F 7.23882 -0.13614 0.21087
F -6.41334 1.74574 -1.64696
F -3.69376 1.95879 5.03815
O -7.52567 -1.87133 7.38225
O -1.59961 -1.55466 9.65936
O -1.59871 -5.39105 1.85155
O -4.04469 1.85514 -10.16510
O 4.42165 5.22060 2.31406
O 2.48083 -0.73361 -1.16498
N 7.39615 5.53680 2.53785
N -0.87587 -0.18041 6.90764
N -0.47967 1.30248 -0.30939
N -6.48248 6.67802 -1.13509
N 0.91259 -6.52961 0.27957
N 12.89947 -2.18911 -4.63715
N -7.29229 -0.72816 10.21469
N -12.12018 2.83195 -2.34229
N -4.82737 2.18295 -12.99527
N 16.01866 -8.37706 -4.80533
C -5.39854 1.15247 -11.98330
C -8.63213 -1.49461 10.17330
C 13.33456 -4.25326 -5.70657
C 1.35354 -7.60920 -0.68356
C 16.69942 -9.69106 -4.98086
C 8.84868 5.79687 2.31163
C -5.10958 1.53207 -14.28981
C -6.22967 -1.45357 9.38512
C -0.16518 -1.25142 7.65077
C 0.32136 -5.33367 -0.41872
C 14.81720 -5.90127 -4.67748
C 12.15310 -0.91254 -4.62751
C 0.61272 0.26353 -0.32531
C -7.60492 0.61035 9.70350
C -12.33323 3.96292 -1.61637
C 1.91882 0.60433 -1.04372
C -0.93810 1.63701 -1.69661
C -1.70052 0.88704 0.48147
C -10.90115 2.29946 -2.43586
C -6.72831 -0.67829 11.61694
C -5.28364 7.49673 -1.04184
C -6.38840 -1.25566 7.86788
C -9.77902 3.01570 -2.07681
C -11.23198 4.63838 -1.12973
C -13.27476 2.08876 -2.88866
C 0.11673 0.35801 5.90213
C -0.69401 -6.36924 2.42087
C 13.73915 -2.45140 -3.63506
C -8.58843 6.12580 -0.37902
C 6.97757 6.41937 3.69404
C 16.71642 -7.30368 -4.38178
C 7.22868 4.15910 3.11162
C 16.14183 -6.04085 -4.27616
C -1.01529 -2.23668 8.47708
C 14.70910 -8.27203 -5.09265
C 0.04026 2.59971 0.27561
C -1.23278 0.90696 7.83233
C -0.08950 -7.12502 1.28808
C 5.10468 6.14272 1.48812
C 14.15284 -4.56645 -4.62188
C 12.69960 -3.03443 -5.67883
C -7.47277 6.89580 -0.27396
C 14.05976 -7.04210 -5.02189
C -5.38783 1.63019 -10.55438
C 2.07958 -6.13793 1.12261
C -6.50548 5.65200 -1.99551
C 14.40553 -3.64881 -3.59732
C -9.93885 4.24885 -1.45858
C -2.17155 -0.63556 6.27421
C 6.56692 5.71290 1.23927
C -8.69475 5.09872 -1.33124
C -5.49330 3.53395 -12.81956
C -7.57909 4.78513 -2.09030
C -3.29099 2.39513 -12.87233
H 0.47693 -0.79762 8.40182
H -0.56951 1.00854 5.38596
H -7.50215 3.99910 -2.77708
H 13.04777 -4.93376 -6.49839
H -2.30377 0.13273 0.00031
H 15.01458 -3.90534 -2.76997
H -5.93031 2.59426 -10.44722
H -5.93026 0.92159 -9.97365
H 0.01057 -4.60962 0.38324
H -13.03281 1.67548 -3.86158
H 0.39728 -7.97957 1.78067
H -8.82921 2.49541 -2.27560
H -5.50777 8.35407 -1.66413
H 12.61986 -0.16488 -3.93164
H 0.19975 -0.52363 -0.98401
H -8.95322 -1.64574 9.14728
H -7.53810 -0.33522 12.23454
H 0.30732 2.50829 1.36646
H 11.06807 -1.06967 -4.37523
H -5.25496 3.94909 -11.84887
H -2.69108 0.15908 5.74911
H -5.47750 -1.61993 7.32735
H 16.12979 -10.32501 -5.61228
H -6.67071 1.18535 9.59981
H -6.48438 -0.19408 7.64515
H -4.63563 0.56585 -14.30387
H 0.09503 -6.02519 3.06170
H -1.79647 -2.63954 7.85356
H -6.41348 0.98743 -12.30289
H -2.81266 -1.10072 6.99852
H -7.35541 7.65821 0.46853
H -6.32323 -1.68956 11.89507
H -13.39682 4.20914 -1.39782
H -7.35860 -2.76507 7.00909
H -1.44965 0.51092 1.47231
H 3.43313 -0.67574 -1.22503
H -0.05653 1.69697 -2.35277
H 7.09212 6.44416 0.62331
H 1.69672 -5.46320 1.91295
H -1.68958 0.92599 -2.03930
H 6.65350 4.76460 0.68958
H -13.60623 1.28812 -2.20042
H -6.53214 3.29336 -12.92310
H -3.98356 1.86593 -9.19441
H -9.42736 6.42838 0.20973
H 7.50008 3.39034 2.37289
H 0.85178 0.90672 6.46987
H 1.90699 -7.06181 -1.45800
H 0.52589 -8.15918 -1.10110
H -0.39324 1.60618 8.00339
H 1.09455 -4.92316 -1.06298
H -2.28943 1.78736 0.58483
H 17.75269 -7.44557 -4.16028
H 12.97399 -7.00465 -5.26746
H 13.69451 -1.72738 -2.78072
H -5.04054 7.78012 -0.01267
H -1.06681 -1.65739 10.42549
H 12.24585 -0.39690 -5.57839
H 2.07882 -8.27822 -0.17022
H -6.35471 -2.53577 9.48777
H -0.48023 -5.67302 -1.03409
H 5.20196 7.11039 2.03829
H 9.29980 5.65595 3.30355
H -11.39504 5.49625 -0.48925
H 0.30909 -1.77996 6.84303
H -5.64303 5.47620 -2.65786
H 7.67935 6.27415 4.54099
H -5.84586 0.00374 11.67290
H -8.20196 0.60722 8.74395
H 2.83839 -5.61662 0.50662
H 8.88507 6.87756 1.99442
H 7.03689 7.36290 3.26439
H 2.30217 -7.06032 1.62655
H 4.58836 6.30066 0.50334
H -10.91530 1.31013 -2.96940
H -5.38093 -0.96612 9.72149
H -1.88402 -1.30780 5.49324
H 12.07156 -2.73898 -6.57100
H 9.31532 5.11205 1.62147
H 7.83408 4.09482 4.03170
H 0.58762 -0.44415 5.37256
H 2.67605 1.17472 -0.49387
H 3.62563 5.51068 2.81187
H 16.77555 -10.14621 -3.98476
H -2.84235 1.43058 -13.14792
H -1.56885 0.42675 8.74188
H -9.34517 -0.84579 10.63897
H -5.28667 4.24188 -13.63542
H -4.74532 2.16838 -15.05331
H 14.33346 -9.18559 -5.49588
H -14.12949 2.77170 -3.03869
H 17.71210 -9.47358 -5.32085
H -8.47463 -2.43943 10.73325
H 6.16925 4.02608 3.36507
H -6.13767 1.38315 -14.43225
H 0.77704 -0.20668 0.64402
H -1.38083 2.65064 -1.64612
H -3.03202 2.66352 -11.84546
H 0.89150 2.97893 -0.30518
H -4.46851 6.90468 -1.34721
H -0.79486 3.24534 0.27973
H 16.79126 -5.16731 -4.17224
H 5.97466 6.14230 3.93288
H -4.77815 0.24488 -12.15314
H -1.36289 -7.13042 2.92435
H -1.37508 -4.62536 2.39848
H -8.28419 1.06461 10.45438
H -3.15353 3.16168 -13.64812
H -1.98147 1.53435 7.40241
H -0.82939 -7.51404 0.64952
H 1.80728 1.04454 -2.04460
H -0.36788 -3.04423 8.78827

Atom charges from the Löwdin analysis, given in e for atoms 1 to 5:
1. P 0.118
2. P 0.150
3. P 0.177
4. P 0.182
5. F -0.112

=====

Density functional theory data (ωB97M-V/def2-TZVPD) for an isolated ion of composition C2H7NS and charge +1.

Results
expectation value of S²	0.7542
spin multiplicity	2
net charge	+1
frontier orbital gap (spin up / spin down)	0.4377 / 0.2395	Ha
LUMO energy (spin up / spin down)	-0.1284 / -0.3092	Ha

Element x y z (Å)
S -0.43518 -0.91036 0.34832
N 0.82828 -0.30966 -1.89257
C 0.89845 0.00326 -0.50092
C -1.07722 0.24608 1.55226
H 1.87018 -0.25287 -0.09511
H 0.85526 -1.30422 -2.09706
H -1.95963 0.73920 1.13357
H -0.32116 0.98018 1.80754
H 0.02059 0.09428 -2.35558
H 0.67809 1.05628 -0.32209
H -1.35766 -0.34218 2.42165

Atom charges from the Löwdin analysis, given in e for atoms 1 to 5:
1. S 1.137
2. N 0.030
3. C -0.478
4. C -0.309
5. H 0.107

=====

Density functional theory data (ωB97M-V/def2-TZVPD) for a 11-piece molecular cluster, C77H88O15 overall.

Results
structure (SMILES)	O=C1c2ccccc2C(=O)c2ccccc21.O=C1c2ccccc2C(=O)c2ccccc21.O=C1c2ccccc2C(=O)c2ccccc21.O=C1c2ccccc2C(=O)c2ccccc21.CC(C)O.CC(C)O.CC(C)O.CC(C)O.CC(C)O.CC(C)O.CC(C)O
spin multiplicity	1
net charge	0
frontier orbital gap	0.2932	Ha
LUMO energy	-0.0398	Ha

Element x y z (Å)
O -3.80906 -35.05542 12.45568
O -2.31605 -28.49591 2.23646
O -9.02483 -28.86674 10.33733
O -11.08538 -22.24410 6.21016
O -9.25171 -24.53721 13.45444
O -3.31691 -29.26766 12.00215
O -0.58097 -33.51566 13.85193
O -7.24142 -23.91091 8.44204
O -13.41843 -23.05202 12.57266
O -6.06796 -31.05236 15.13995
O -8.02146 -25.74264 6.06791
O -8.72897 -23.07856 5.31890
O -3.46423 -25.29600 5.57834
O -9.26038 -28.58776 13.08666
O -14.69237 -24.75493 9.69149
C -9.47326 -23.52126 11.30030
C -3.71241 -30.24792 2.58101
C -9.75700 -27.07329 8.95442
C -15.54938 -23.70944 9.14000
C -13.49813 -23.90358 13.64747
C -16.92787 -23.86565 9.74217
C -2.54219 -29.51623 3.19479
C -11.11390 -21.83167 10.75824
C -5.03708 -33.19628 15.30334
C -9.02321 -23.52112 9.93249
C -9.54324 -26.36569 7.78228
C -10.97206 -28.43507 14.67758
C -6.32085 -27.27132 12.03973
C -7.15928 -31.57497 12.58684
C -1.95671 -33.57868 9.87249
C -5.63069 -33.46005 12.47148
C -2.76617 -24.38469 3.34487
C -1.84383 -32.61703 12.06312
C -14.98700 -22.34752 9.59518
C -5.69280 -29.67116 7.88265
C -3.80000 -24.38971 4.48843
C -10.46780 -22.60108 11.70284
C -4.87042 -33.06659 16.66114
C -7.78276 -25.38653 11.75216
C -3.22900 -29.60609 14.79464
C -3.73205 -35.23660 15.29709
C -7.67879 -28.45747 8.42509
C -1.44039 -32.71197 13.52166
C -11.86798 -25.89586 9.27597
C -8.28599 -26.48381 6.99248
C -9.69454 -22.69028 9.00350
C -5.94369 -33.63406 11.14659
C -2.97664 -29.64955 16.15840
C -4.46969 -34.29796 14.59793
C -1.74246 -31.71293 15.80006
C -2.52677 -32.43247 9.34105
C -10.52190 -25.50256 7.31345
C -11.89439 -23.34476 4.19867
C -4.59505 -34.37511 13.10261
C -7.19544 -25.16955 10.49431
C -7.31169 -26.40343 12.55796
C -5.20024 -24.83673 4.01248
C -8.12250 -21.02496 4.21291
C -7.54399 -31.72742 11.30502
C -7.74992 -24.17975 9.51388
C -5.64127 -26.97870 10.83267
C -8.83969 -28.16284 9.37153
C -12.05823 -22.21916 5.21690
C -13.42048 -22.21025 5.77719
C -11.68989 -25.24700 8.05907
C -6.83262 -32.73348 10.57745
C -5.36642 -28.85893 6.83523
C -6.25072 -27.78491 6.57337
C -6.83085 -29.45369 8.70653
C -2.22115 -30.64291 16.64294
C -12.75027 -25.25439 13.37254
C -1.37609 -30.46617 3.44198
C -7.76185 -22.03515 5.28942
C -6.09283 -25.89821 10.04891
C -8.85162 -24.48220 12.30635
C -10.67563 -28.47474 13.16876
C -7.36347 -27.58583 7.37097
C -1.98097 -31.66850 14.43540
C -10.82714 -26.73952 9.74084
C -1.63837 -33.70426 11.23909
C -3.60436 -35.09346 16.69913
C -2.47840 -31.45052 11.57895
C -2.83056 -31.38104 10.21530
C -2.84316 -30.29447 12.46965
C -14.85009 -24.17935 14.11832
C -11.30533 -29.75487 12.50032
C -4.19751 -34.03572 17.34793
C -7.59861 -21.27909 6.59557
C -2.69737 -30.56569 13.93023
C -10.82049 -21.93415 9.40151
C -6.17211 -32.37626 13.17566
C -5.73387 -32.06730 14.57928
H -3.37669 -28.88998 16.83057
H -10.71979 -29.39303 15.15534
H -11.34473 -21.42510 8.60573
H -15.57806 -23.81803 8.06263
H -11.00410 -27.52298 12.72156
H -8.32479 -23.83800 5.76323
H -12.51667 -23.28170 3.32264
H -1.69245 -34.32678 9.15301
H -4.44705 -29.02815 6.20987
H -7.09172 -30.05817 9.56132
H -1.02722 -30.78495 2.48927
H -14.73195 -24.90491 14.99521
H -5.29290 -32.17858 17.12849
H -11.85909 -21.12600 11.17496
H -3.20344 -35.84408 17.36811
H -15.56934 -21.58450 9.13953
H -4.82009 -27.59198 10.50148
H -15.50614 -24.63927 13.35157
H -3.35123 -30.88871 1.76743
H -13.64684 -23.18758 6.15669
H -8.30919 -31.09895 10.87037
H -16.82090 -23.58495 10.81757
H -13.43300 -25.91086 12.77866
H -8.00470 -21.55622 3.22629
H -9.36156 -22.59758 7.96659
H -14.05184 -23.39362 11.94948
H -12.37418 -24.53565 7.64021
H -4.08881 -34.09823 18.42872
H -4.28835 -30.79149 3.37434
H -11.18880 -29.71689 11.40654
H -12.73340 -25.63318 9.81465
H -12.62448 -25.79334 14.29794
H -5.06058 -30.49966 8.15876
H -12.92237 -23.46205 14.47691
H -15.18565 -25.54606 9.44367
H -11.76243 -25.14346 12.86914
H -10.72290 -30.64499 12.84418
H -11.06311 -27.36934 10.58620
H -8.49942 -20.67930 6.80874
H -13.90565 -22.30961 9.28175
H -3.26513 -36.03696 14.77621
H -5.31779 -34.29997 10.55408
H -6.01256 -24.63720 4.67552
H -11.91219 -21.24990 4.66036
H -2.81219 -29.15379 4.19744
H -1.18080 -32.57058 16.18831
H -10.29916 -22.68157 5.88492
H -17.12480 -24.90874 9.81071
H -0.61943 -30.01805 4.06959
H -5.66712 -25.57554 9.09211
H -12.33724 -29.87214 12.75018
H -7.36415 -21.94738 7.42132
H -10.68162 -22.63512 12.74211
H -7.52968 -20.12775 4.08877
H -6.75950 -22.53236 5.13673
H -1.82697 -27.81347 2.67250
H -3.78925 -23.37298 4.95160
H -3.20909 -30.44558 9.82859
H -7.75400 -26.48197 13.51198
H -3.94725 -28.86268 14.44218
H -2.71468 -25.39674 2.96528
H -2.59754 -25.05714 5.96119
H -12.03208 -28.23156 14.80107
H -3.10996 -23.81345 2.49921
H -6.00719 -27.08865 5.77413
H -5.87587 -28.07614 12.60526
H -14.05200 -22.01914 4.92690
H -14.98549 -22.18314 10.69516
H -9.19385 -20.79489 4.20676
H -11.97241 -24.34733 4.56172
H -10.49882 -27.60449 15.22245
H -2.02490 -30.70441 17.69483
H -7.56461 -30.83128 13.24792
H -10.89642 -23.23086 3.78165
H -6.74761 -20.57142 6.47728
H -4.48558 -29.60441 2.24868
H -13.50651 -21.38327 6.51720
H -5.53111 -24.33219 3.13633
H -6.90258 -32.67722 9.46817
H -2.74730 -32.36795 8.28996
H -15.42512 -23.30848 14.46909
H -9.09368 -28.55511 12.15432
H -1.85267 -31.33603 3.85956
H -1.85503 -23.99301 3.72538
H -10.33045 -24.93947 6.40380
H -17.69368 -23.31856 9.24894
H -5.22434 -25.93142 3.80978
H -1.11158 -34.58601 11.57793

Atom charges from the Löwdin analysis, given in e for atoms 1 to 5:
1. O 0.093
2. O -0.037
3. O 0.076
4. O -0.058
5. O 0.092

=====

Density functional theory data (ωB97M-V/def2-TZVPD) for C27H42MnN2O2Si4 as an isolated structure.

Results
expectation value of S²	9.0437
spin multiplicity	6
net charge	0
frontier orbital gap (spin up / spin down)	0.1645 / 0.2445	Ha
LUMO energy (spin up / spin down)	-0.0176 / -0.0132	Ha

Element x y z (Å)
Mn 0.98088 -0.22615 -0.26200
Si -3.49967 -0.34302 0.33327
Si -0.46597 -0.66401 2.77954
Si -1.21032 0.10419 0.55882
Si 0.30804 -0.56093 -2.55475
O 1.11061 1.77584 -0.13252
O -1.58710 1.79122 0.81088
N 3.04332 -0.32970 0.24432
N 1.37583 -2.34650 -0.11582
C 5.01153 -1.61455 -0.30552
C -2.42853 5.26678 0.79524
C 0.49568 -3.36303 -0.13345
C 3.61382 -1.52826 -0.11727
C -0.37186 5.03466 -0.39414
C -1.62210 -2.12894 3.04505
C 1.69281 -1.44535 -3.49485
C 0.86947 2.91066 -0.53881
C -3.91525 -2.14092 -0.02280
C -0.85117 0.63580 4.07893
C 5.80610 -0.53434 -0.05483
C -1.23372 -1.53640 -3.04896
C 1.88933 3.54497 -1.44713
C -2.44379 3.91352 1.02934
C 0.84341 -4.67834 -0.26363
C 2.21186 -4.98963 -0.42021
C 2.70722 -2.63521 -0.24141
C 5.21917 0.66039 0.42935
C 3.12568 -3.97350 -0.42254
C 1.28008 -1.27233 3.06970
C -0.32268 3.65407 -0.12531
C -4.42606 0.16111 1.88781
C -1.40619 3.07447 0.57972
C -4.15867 0.70436 -1.07674
C 0.06155 1.08210 -3.48542
C -1.38889 5.83750 0.05834
C 3.86028 0.70493 0.54595
H -2.13560 -0.92999 -2.92559
H -0.53021 0.90733 -4.38905
H -1.70800 -2.75357 2.15196
H 1.01389 1.52642 -3.79070
H 2.53639 -6.01725 -0.51849
H 1.42246 4.01492 -2.31263
H 0.01271 1.27943 4.26333
H 2.02549 -0.51291 2.82371
H -1.11393 0.15076 5.02369
H -3.22354 5.88625 1.19088
H -1.15052 -1.80972 -4.10534
H -5.50003 0.23563 1.69326
H -4.94688 -2.23362 -0.37463
H 2.62866 -0.87915 -3.49400
H 2.57458 2.77173 -1.78507
H 3.36993 1.60227 0.90383
H -4.08724 1.13374 2.25688
H 5.44904 -2.54100 -0.65060
H 1.90005 -2.43007 -3.06591
H 0.44213 5.48657 -0.94504
H -4.28325 -0.55924 2.69588
H 2.45870 4.30661 -0.91017
H -3.26144 -2.55178 -0.79763
H 1.50306 -2.15858 2.47428
H 4.17773 -4.18782 -0.55122
H -5.24673 0.79237 -1.01930
H -3.81113 -2.76201 0.87067
H -1.38400 6.89642 -0.16120
H -1.68623 1.27563 3.78440
H -1.36676 -2.45944 -2.47676
H 5.82056 1.51846 0.69392
H -3.27100 3.44678 1.54753
H -0.47565 1.82024 -2.87917
H 1.39774 -1.52840 4.12759
H -2.62458 -1.79263 3.31703
H -3.90664 0.27084 -2.04755
H -0.54591 -3.07440 -0.01358
H -1.25036 -2.76693 3.85406
H -3.74177 1.71558 -1.04972
H 1.38213 -1.58853 -4.53443
H 6.87552 -0.59696 -0.20824
H 0.08595 -5.44948 -0.25504

Atom charges from the Löwdin analysis, given in e for atoms 1 to 5:
1. Mn 0.452
2. Si 0.404
3. Si 0.440
4. Si 0.522
5. Si 0.475